Run a
Density functional theory data (ωB97M-V with the def2-TZVPD basis set) for C6H8N2OS as an isolated structure.

Calculated values
- HOMO (spin up / spin down): -0.3008 / -0.3008 Ha
- Kohn-Sham gap (spin up / spin down): 8.392 / 8.393 eV

ORCA input file:
```
! RIJCOSX wB97M-V def2-TZVPD def2/J DEFGRID3
* xyz 0 1
C -2.96 1.10 -0.13
C -3.20 -0.23 -0.03
C -0.92 0.34 0.13
C 2.48 -1.73 0.14
C 1.28 1.54 -0.23
C 0.53 0.30 0.05
N -1.69 1.36 -0.06
N 1.10 -0.95 0.30
O 0.23 -1.90 0.60
S -1.82 -1.09 0.41
H -3.57 1.96 -0.44
H -4.17 -0.78 -0.23
H 3.39 -1.14 0.47
H 2.71 -1.87 -0.90
H 2.32 -2.66 0.62
H 2.37 1.44 -0.44
H 0.67 2.13 -0.93
H 1.24 2.17 0.68
*
```

---

Run b
Density functional theory data (ωB97M-V with the def2-TZVPD basis set) for an isolated molecule of C6H8N2OS.

Calculated values
- HOMO: -0.2718 Ha
- Kohn-Sham gap: 7.550 eV
- SMILES: C=CCn1c(O)c[nH]c1=S

ORCA input file:
```
! RIJCOSX wB97M-V def2-TZVPD def2/J DEFGRID3
* xyz 0 1
C -1.10 -1.48 1.22
C -0.87 -1.72 -0.11
C -0.16 -1.05 -1.16
N 0.45 0.21 -0.55
C -0.31 1.39 -0.39
O -1.56 1.48 -0.60
C 0.56 2.29 0.24
N 1.78 1.59 0.36
C 1.67 0.34 -0.12
S 2.91 -0.84 -0.18
H -1.85 -2.20 2.05
H -0.70 -0.50 1.75
H -1.43 -2.77 -0.45
H 0.62 -1.77 -1.55
H -1.04 -0.77 -1.86
H -2.14 0.75 0.08
H 0.48 3.26 0.55
H 2.68 1.80 0.74
*
```

---

Which of them is least stable? Easy: run a.

---

Run a
Density functional theory data (ωB97M-V with the def2-TZVPD basis set) for an isolated molecule of C23H29N3O4S.

Calculated values
- HOMO: -0.2750 Ha
- Kohn-Sham gap: 7.942 eV
- SMILES: COc1ccc(N2CCN(C(=O)C3CCN(S(=O)(=O)c4ccccc4)CC3)CC2)cc1

ORCA input file:
```
! RIJCOSX wB97M-V def2-TZVPD def2/J DEFGRID3
* xyz 0 1
C -4.45 -4.07 -1.43
O -3.27 -3.75 -0.74
C -3.11 -2.46 -0.30
C -4.03 -1.44 -0.45
C -3.76 -0.17 0.03
C -2.55 0.13 0.67
N -2.32 1.41 1.17
C -1.13 1.70 1.92
C 0.08 1.96 0.98
N -0.41 2.54 -0.25
C -0.12 2.19 -1.53
O -0.79 2.63 -2.45
C 1.08 1.30 -1.86
C 2.41 1.73 -1.24
C 3.53 0.89 -1.86
N 3.28 -0.53 -1.73
S 3.99 -1.36 -0.49
O 5.30 -0.81 -0.32
O 3.85 -2.75 -0.79
C 3.06 -1.03 1.01
C 2.06 -1.90 1.40
C 1.36 -1.66 2.57
C 1.66 -0.55 3.33
C 2.67 0.32 2.94
C 3.37 0.08 1.78
C 2.00 -0.98 -2.22
C 0.84 -0.19 -1.61
C -1.55 3.41 -0.03
C -2.76 2.56 0.40
C -1.65 -0.92 0.85
C -1.92 -2.19 0.37
H -5.34 -3.93 -0.80
H -4.36 -5.12 -1.70
H -4.56 -3.47 -2.34
H -4.98 -1.60 -0.94
H -4.51 0.59 -0.08
H -0.91 0.89 2.61
H -1.34 2.59 2.52
H 0.78 2.66 1.47
H 0.60 1.03 0.79
H 1.18 1.43 -2.94
H 2.42 1.59 -0.16
H 2.60 2.79 -1.44
H 3.62 1.13 -2.92
H 4.49 1.08 -1.37
H 1.86 -2.77 0.78
H 0.59 -2.35 2.89
H 1.12 -0.36 4.25
H 2.91 1.18 3.55
H 4.19 0.71 1.46
H 1.99 -0.87 -3.31
H 1.94 -2.04 -1.98
H 0.77 -0.42 -0.55
H -0.10 -0.50 -2.08
H -1.28 4.13 0.74
H -1.76 3.93 -0.96
H -3.27 2.21 -0.50
H -3.45 3.17 0.99
H -0.71 -0.77 1.36
H -1.21 -2.99 0.51
*
```

---

Run b
Density functional theory data (ωB97M-V with the def2-TZVPD basis set) for an isolated molecule of C23H29N3O4S.

Calculated values
- HOMO: -0.3250 Ha
- Kohn-Sham gap: 9.334 eV
- SMILES: CC(=O)N[C@@H](Cc1ccc(C)cc1)C(=O)NC1CCN(S(=O)(=O)c2ccccc2)CC1

ORCA input file:
```
! RIJCOSX wB97M-V def2-TZVPD def2/J DEFGRID3
* xyz 0 1
C -6.67 -2.04 0.75
C -5.56 -2.11 -0.28
O -5.69 -2.59 -1.39
N -4.39 -1.59 0.15
C -3.19 -1.59 -0.63
C -3.22 -0.50 -1.72
C -3.15 0.87 -1.11
C -4.28 1.44 -0.53
C -4.21 2.68 0.08
C -3.01 3.38 0.13
C -2.94 4.71 0.82
C -1.89 2.82 -0.46
C -1.96 1.58 -1.07
C -2.02 -1.37 0.34
O -2.22 -1.07 1.50
N -0.80 -1.54 -0.19
C 0.42 -1.37 0.56
C 1.32 -2.60 0.40
C 2.62 -2.39 1.18
N 3.31 -1.19 0.76
S 4.14 -1.33 -0.70
O 4.70 -2.64 -0.74
O 3.34 -0.91 -1.83
C 5.44 -0.13 -0.43
C 6.34 -0.38 0.59
C 7.35 0.54 0.82
C 7.45 1.68 0.04
C 6.53 1.92 -0.97
C 5.52 1.00 -1.21
C 2.50 0.01 0.86
C 1.17 -0.11 0.11
H -6.41 -2.64 1.62
H -7.59 -2.42 0.31
H -6.82 -1.01 1.07
H -4.28 -1.23 1.09
H -3.09 -2.57 -1.12
H -4.14 -0.63 -2.28
H -2.38 -0.64 -2.41
H -5.22 0.92 -0.57
H -5.09 3.11 0.53
H -2.87 4.57 1.90
H -2.06 5.27 0.50
H -3.82 5.30 0.62
H -0.95 3.35 -0.44
H -1.08 1.16 -1.54
H -0.71 -1.76 -1.17
H 0.12 -1.26 1.61
H 0.81 -3.49 0.76
H 1.57 -2.73 -0.66
H 3.30 -3.22 1.01
H 2.41 -2.30 2.25
H 6.24 -1.28 1.16
H 8.07 0.36 1.61
H 8.24 2.39 0.23
H 6.61 2.81 -1.58
H 4.80 1.15 -2.00
H 3.09 0.83 0.46
H 2.32 0.19 1.92
H 0.56 0.77 0.29
H 1.39 -0.19 -0.96
*
```

---

Which of them is least stable? Easy: run a.